Record 1
Computed, not measured: a molecular structure, C42H54F4GeN4OSb2Tl at a distorted geometry, with ωB97M-V/def2-TZVPD.

```
109
Properties=species:S:1:pos:R:3:lowdin_charge:R:1
Tl -11.00 -9.94 13.22 0.637
Sb -14.56 -11.49 14.49 1.304
Sb -11.34 -13.53 12.92 1.291
Ge -10.81 -7.03 14.67 0.963
F -7.07 -8.01 10.08 0.056
F -4.83 -9.29 9.83 0.055
F -8.71 -11.28 13.05 -0.073
F -6.44 -12.57 12.95 0.078
O -12.01 -12.91 15.62 -0.186
N -9.31 -9.15 11.63 -0.092
N -11.99 -9.16 10.65 -0.224
N -11.77 -14.00 17.63 0.193
N -11.07 -11.82 17.36 0.190
C -15.18 -13.54 14.00 -0.311
C -6.34 -5.28 15.05 -0.086
C -11.35 -7.67 16.50 -0.272
C -14.61 -16.10 16.86 -0.091
C -11.84 -9.90 9.37 -0.226
C -8.02 -6.45 13.78 -0.101
C -13.49 -16.81 16.34 -0.104
C -14.94 -11.54 16.58 -0.329
C -6.70 -6.02 13.91 -0.068
C -5.76 -9.83 10.69 -0.196
C -8.83 -9.50 19.42 -0.081
C -10.09 -9.15 19.72 -0.068
C -10.49 -8.23 17.49 -0.195
C -8.97 -6.25 14.82 -0.321
C -6.55 -11.44 12.21 -0.231
C -10.04 -14.59 14.23 -0.312
C -12.63 -7.39 16.89 -0.128
C -13.01 -16.51 15.05 -0.065
C -13.46 -15.42 14.31 -0.287
C -9.73 -8.17 10.63 -0.237
C -9.14 -8.63 17.14 -0.041
C -8.56 -5.58 15.97 -0.137
C -15.07 -15.00 16.10 -0.081
C -14.32 -10.02 10.92 -0.109
C -12.36 -8.38 19.02 -0.030
C -10.69 -14.48 11.07 -0.338
C -13.41 -8.85 10.91 -0.301
C -12.84 -15.11 13.00 -0.317
C -11.21 -7.90 10.71 -0.203
C -7.71 -10.75 12.27 -0.169
C -12.20 -5.79 13.96 -0.243
C -8.37 -9.27 18.06 -0.056
C -11.64 -12.93 16.82 -0.634
C -16.59 -10.72 14.08 -0.336
C -8.05 -9.62 11.55 -0.237
C -13.17 -7.70 18.16 -0.066
C -7.26 -5.10 16.07 -0.094
C -5.52 -10.99 11.41 0.039
C -6.98 -9.19 10.76 -0.147
C -14.52 -14.67 14.85 -0.270
C -11.36 -11.35 9.55 -0.084
C -10.96 -8.59 18.76 -0.173
H -13.77 -8.10 10.19 0.128
H -10.77 -11.80 18.32 0.095
H -16.50 -9.66 13.84 -0.018
H -10.24 -15.39 11.49 -0.011
H -12.39 -14.81 17.47 0.099
H -9.95 -13.99 10.46 -0.013
H -14.21 -7.47 18.42 0.117
H -11.86 -5.12 13.16 0.032
H -11.47 -7.40 11.62 0.062
H -4.59 -11.56 11.24 0.140
H -9.24 -5.35 16.78 0.100
H -10.50 -11.41 10.20 0.052
H -12.80 -8.78 19.88 0.092
H -15.03 -16.35 17.82 0.089
H -9.51 -8.52 9.62 0.104
H -15.06 -12.48 17.12 0.008
H -5.36 -4.92 15.11 0.083
H -9.20 -7.23 10.77 0.104
H -13.02 -17.64 16.92 0.109
H -8.18 -9.90 20.17 0.097
H -16.06 -14.52 16.35 0.122
H -10.46 -9.28 20.74 0.119
H -16.27 -13.58 14.23 0.062
H -11.60 -14.70 10.43 0.025
H -12.25 -15.97 12.71 0.054
H -13.21 -6.85 16.15 0.081
H -8.31 -6.95 12.89 0.061
H -13.53 -8.35 11.86 0.096
H -6.00 -6.20 13.10 0.106
H -13.05 -6.38 13.65 0.003
H -10.88 -11.02 16.74 0.112
H -9.12 -14.09 14.58 0.011
H -11.60 -7.30 9.88 0.128
H -12.46 -5.18 14.81 0.003
H -12.17 -17.06 14.67 0.103
H -14.18 -11.02 17.06 -0.047
H -15.87 -10.99 16.75 -0.005
H -7.00 -4.53 17.02 0.126
H -17.19 -10.83 14.96 -0.027
H -11.04 -11.68 8.57 0.077
H -9.69 -15.51 13.73 0.010
H -13.89 -10.85 11.51 0.040
H -11.08 -9.38 8.73 0.119
H -7.32 -9.46 17.81 0.107
H -12.81 -9.92 8.82 0.118
H -15.07 -13.73 12.92 0.046
H -17.02 -11.29 13.22 0.013
H -8.83 -8.42 16.14 0.078
H -10.60 -14.85 15.15 -0.006
H -13.54 -14.90 12.22 0.041
H -12.20 -11.93 9.94 0.063
H -15.24 -9.73 11.37 0.064
H -11.38 -13.98 18.53 0.087
H -14.54 -10.38 9.90 0.086
```

Computed properties:
Spin multiplicity   2
Orbital gap (spin up / spin down)   6.98 / 5.72 eV
LUMO level (spin up / spin down)   0.3112 / -1.1478 eV

---

Record 2
Computed, not measured: a molecular structure, C42H54N7O3PS3SiSn at a distorted geometry, with ωB97M-V/def2-TZVPD.

```
112
Properties=species:S:1:pos:R:3:lowdin_charge:R:1
Sn 0.41 -0.13 0.80 0.891
S -0.50 -0.12 -1.43 0.385
S 0.85 2.55 0.98 0.691
S 5.23 0.28 1.89 1.122
P 0.09 -0.07 3.96 1.069
Si 0.28 0.04 -3.54 -0.033
O -0.95 0.79 -4.22 -0.136
O 0.45 -1.50 -3.90 -0.133
O 1.62 0.90 -3.49 -0.129
N -0.74 4.70 0.88 0.060
N 2.63 -7.68 1.45 0.216
N -2.23 1.56 0.99 0.118
N 2.86 0.04 1.03 -0.154
N 1.33 -2.53 1.03 -0.013
N -1.88 2.89 0.94 -0.056
N -2.02 5.08 0.87 0.148
C 2.04 -5.20 1.23 -0.187
C -0.66 1.58 4.14 -0.408
C 0.44 -2.54 7.15 -0.064
C 1.99 2.22 -3.93 -0.620
C 1.97 -2.98 2.10 -0.118
C 3.54 0.18 2.12 -0.479
C 0.21 2.67 4.20 -0.148
C -3.24 -2.44 3.35 -0.048
C -1.66 4.16 4.35 -0.068
C 1.45 3.24 -2.93 -0.020
C -0.29 3.96 4.31 -0.075
C -2.72 3.99 0.90 -0.316
C 1.02 -3.38 0.06 -0.122
C -2.30 0.45 -4.58 -0.622
C -1.35 -1.17 1.89 -0.321
C -2.26 -1.71 4.01 -0.066
C 2.35 -4.30 2.25 0.032
C -2.03 1.79 4.20 -0.090
C 4.98 0.13 0.20 -0.332
C 1.98 -1.87 -5.74 -0.006
C -0.15 0.15 6.77 -0.070
C -3.08 1.76 -4.57 -0.011
C -3.27 -2.52 1.97 -0.049
C 1.49 -2.37 -4.38 -0.621
C -2.53 3.08 4.30 -0.077
C -4.19 3.91 0.90 0.018
C 1.36 -4.72 0.11 0.034
C 0.42 -2.01 5.87 -0.116
C -2.89 -0.53 -3.58 -0.059
C 2.63 -2.38 -3.38 -0.012
C -2.31 -1.86 1.21 -0.117
C 0.84 -3.75 -4.52 -0.009
C 3.65 0.02 -0.07 -0.225
C -2.27 -0.18 -5.97 -0.004
C 3.52 2.25 -3.97 -0.013
C -0.60 3.37 0.94 -0.696
C 0.11 -0.67 5.68 -0.378
C -1.29 -1.06 3.26 -0.438
C 2.37 -6.57 1.35 -0.156
C -0.14 -0.39 8.05 -0.056
C 0.17 -1.73 8.24 -0.055
C 1.42 2.49 -5.32 -0.014
H -1.86 0.52 -6.70 0.095
H 3.21 -0.08 -1.04 0.105
H -4.56 3.41 0.00 0.096
H -2.85 -0.11 -2.58 0.030
H 2.42 -0.89 -5.63 0.077
H -2.32 -1.46 -3.59 0.080
H -4.55 3.37 1.78 0.082
H 2.28 -2.71 -2.40 0.065
H -4.03 -3.10 1.47 0.117
H 3.86 3.22 -4.29 0.096
H -2.71 0.95 4.18 0.107
H 1.16 -1.82 -6.44 0.095
H -3.08 1.45 1.53 0.114
H 1.72 4.24 -3.23 0.097
H 3.41 -3.06 -3.71 0.100
H -2.32 -1.91 0.13 0.085
H -0.38 1.20 6.64 0.103
H 0.34 2.48 -5.29 0.074
H -2.05 5.17 4.43 0.116
H -2.24 -1.65 5.09 0.118
H -2.40 1.19 0.05 0.066
H 5.80 0.15 -0.48 0.084
H 3.89 1.50 -4.67 0.090
H 3.92 2.04 -2.98 0.077
H 1.86 3.04 -1.94 0.059
H 3.09 0.24 3.10 0.062
H 1.10 -5.39 -0.70 0.133
H 0.36 3.16 -2.88 0.084
H 1.28 2.51 4.17 0.100
H 3.05 -1.38 -3.29 0.073
H -4.60 4.91 0.93 0.101
H -1.65 -1.07 -5.95 0.081
H 2.73 -2.56 -6.13 0.100
H -2.69 2.46 -5.30 0.091
H 0.00 5.39 0.85 0.174
H -3.28 -0.45 -6.27 0.098
H -3.59 3.24 4.36 0.111
H -4.00 -2.95 3.93 0.117
H 2.87 -4.63 3.13 0.133
H 2.19 -2.24 2.86 0.092
H 0.19 -2.14 9.24 0.115
H -3.00 2.22 -3.58 0.082
H -3.92 -0.75 -3.84 0.100
H 0.05 -3.72 -5.26 0.092
H 0.48 -2.97 -0.78 0.090
H 0.62 -2.64 5.01 0.096
H 1.77 3.47 -5.67 0.100
H -0.35 0.24 8.90 0.114
H -4.13 1.58 -4.78 0.094
H 1.76 1.74 -6.02 0.094
H 1.58 -4.47 -4.83 0.095
H 0.41 -4.06 -3.57 0.079
H 0.38 4.79 4.36 0.115
H 0.67 -3.59 7.29 0.112
```

Computed properties:
Net charge   +2
Orbital gap   6.91 eV
LUMO level   -6.3945 eV

---

Record 3
Computed, not measured: 9 unconnected molecules or ions with the total composition C42H54O6S2 at a distorted geometry, with ωB97M-V/def2-TZVPD.

```
104
Properties=species:S:1:pos:R:3:lowdin_charge:R:1
S -10.46 13.34 4.64 0.837
S -12.77 17.11 0.41 0.865
O -18.48 12.88 -2.21 0.133
O -12.72 16.81 1.93 -0.577
O -21.99 12.56 4.28 0.078
O -10.33 14.29 5.81 -0.574
O -20.02 12.02 3.27 0.024
O -16.76 14.26 -2.19 0.030
C -13.45 8.49 7.89 -0.109
C -18.99 16.78 0.30 -0.090
C -12.47 11.57 -2.75 -0.079
C -18.67 12.14 3.44 -0.215
C -13.42 7.19 8.33 -0.081
C -15.46 11.73 0.81 -0.059
C -12.46 10.57 -3.71 -0.108
C -16.38 6.86 1.89 -0.086
C -14.05 7.79 5.69 -0.077
C -15.24 4.47 2.73 -0.092
C -12.32 15.53 -0.44 -0.243
C -13.59 6.16 7.39 -0.098
C -13.81 8.79 6.60 -0.112
C -11.82 12.18 5.07 -0.271
C -17.28 15.66 -3.92 -0.146
C -12.82 8.96 -1.97 -0.065
C -12.80 11.28 -1.41 -0.110
C -14.54 17.13 -0.07 -0.262
C -17.03 6.05 2.83 -0.089
C -18.07 14.35 -4.05 -0.064
C -14.46 5.39 1.99 -0.081
C -11.40 14.24 3.30 -0.262
C -18.82 15.43 0.41 -0.089
C -15.65 13.68 2.24 -0.101
C -15.59 13.14 0.96 -0.075
C -15.09 6.51 1.49 -0.114
C -12.57 9.26 -3.31 -0.107
C -20.59 15.39 2.06 -0.077
C -17.87 13.79 -2.72 -0.532
C -15.20 11.51 3.26 -0.084
C -12.95 10.00 -1.01 -0.103
C -13.88 6.46 6.11 -0.104
C -16.46 4.86 3.25 -0.113
C -15.22 10.98 1.97 -0.099
C -20.05 17.43 0.99 -0.083
C -20.82 16.74 1.89 -0.097
C -15.43 12.90 3.37 -0.106
C -16.23 15.32 -2.90 -0.193
C -19.63 14.77 1.31 -0.083
C -20.75 12.57 4.29 -0.451
C -19.84 13.04 5.39 -0.055
C -18.52 12.32 4.95 -0.125
H -13.23 9.33 8.53 0.103
H -14.59 7.12 0.75 0.088
H -16.83 7.76 1.48 0.095
H -12.35 10.77 -4.76 0.103
H -20.25 18.49 0.98 0.097
H -15.04 9.92 1.92 0.084
H -18.05 6.23 3.12 0.099
H -15.02 16.15 -0.14 0.023
H -11.89 11.28 4.45 0.047
H -21.28 14.88 2.72 0.102
H -12.38 15.56 -1.53 0.050
H -13.11 7.08 9.36 0.101
H -15.19 17.77 0.54 0.061
H -17.69 12.95 5.26 0.100
H -13.34 5.14 7.66 0.104
H -13.93 9.83 6.35 0.087
H -12.34 14.59 3.74 0.046
H -17.93 14.91 0.09 0.084
H -19.09 14.65 -4.29 0.134
H -16.05 16.23 -2.33 0.108
H -17.06 4.15 3.80 0.102
H -15.54 11.22 -0.14 0.100
H -18.52 11.41 5.55 0.118
H -21.66 17.17 2.41 0.105
H -18.08 11.25 3.21 0.123
H -12.99 9.77 0.05 0.096
H -11.50 11.93 6.09 0.038
H -17.93 16.45 -3.54 0.120
H -13.04 14.79 -0.09 0.029
H -13.89 5.70 5.35 0.094
H -12.55 8.48 -4.05 0.102
H -15.62 14.75 2.33 0.105
H -19.44 13.73 1.50 0.089
H -15.34 15.03 -3.46 0.132
H -17.70 13.76 -4.89 0.139
H -12.37 12.58 -3.13 0.091
H -19.85 14.12 5.27 0.129
H -16.83 15.91 -4.88 0.119
H -14.93 10.84 4.06 0.091
H -14.41 17.48 -1.09 0.032
H -12.96 7.91 -1.74 0.093
H -13.50 5.10 1.58 0.096
H -18.34 17.38 -0.32 0.090
H -15.00 3.46 3.04 0.098
H -15.32 13.31 4.36 0.100
H -15.73 13.83 0.14 0.069
H -10.86 15.03 2.80 0.033
H -11.32 15.28 -0.09 0.047
H -14.34 8.03 4.68 0.092
H -11.53 13.57 2.46 0.039
H -12.83 12.60 5.11 0.033
H -20.27 12.64 6.31 0.128
H -18.19 12.95 2.88 0.095
H -12.89 12.11 -0.72 0.088
```

Computed properties:
Orbital gap   8.82 eV
LUMO level   0.0690 eV

---

Let's list energy above the lowest of the compared OMol25 structures with the same formula, charge and spin in order: 0.00, 105.82, 219.79 kJ/mol.